Molecular formula: C32H24Br2IrN7O2S2
Method: DFT, ωB97M-V/def2-TZVPD

Positions of all 70 atoms, in Å:
C -0.85 -1.55 -2.38
C 0.04 4.17 0.46
H 2.96 -4.35 0.62
Ir -0.08 -0.09 0.49
H -0.74 4.92 0.47
H -1.73 -4.67 -2.17
Br 1.05 1.74 6.83
C -1.60 4.46 -4.27
C -0.29 2.83 0.40
H -0.65 2.69 -3.55
C 2.23 -2.33 0.53
C -3.98 4.72 -3.70
H -1.32 2.52 0.34
C 1.90 -1.30 2.56
C 1.76 5.92 0.60
C 2.80 -3.51 2.60
N -0.97 -2.70 -1.69
C -1.52 -3.67 -2.51
C 1.38 4.53 0.53
C 2.35 3.53 0.52
C -2.75 2.77 -2.98
O -2.34 6.83 -6.08
H 3.40 3.77 0.57
C -2.80 5.20 -4.32
C 1.14 -0.26 3.25
N 2.04 7.03 0.66
H -0.40 -0.26 -4.74
H 2.66 1.40 0.46
S -0.21 -0.04 -1.85
N 0.06 0.22 2.58
H 2.36 -2.24 -0.54
H 2.33 -0.20 5.03
H -1.62 1.43 2.66
N 1.86 -1.27 1.19
S -2.76 1.33 -2.10
C -1.56 3.26 -3.61
C -0.50 1.56 4.48
N -0.70 -2.05 0.62
O -3.25 7.46 -4.16
H -0.71 4.85 -4.73
Br 3.58 -4.98 3.41
H -1.29 -2.03 2.64
C -0.04 -3.70 2.22
C 0.83 -4.34 1.18
H -2.18 -0.16 -4.64
C -0.74 1.10 3.20
C -1.73 -3.10 -3.71
H -1.40 -1.38 -5.66
C 1.94 2.21 0.46
H -2.12 6.03 -6.58
C 2.31 -3.68 1.19
H -4.87 5.32 -3.73
C -0.74 -2.60 1.90
C 1.45 0.17 4.53
H 2.78 -2.27 4.31
C -2.85 6.59 -4.88
C -0.46 -2.98 -0.38
C 0.63 1.11 5.14
C -3.97 3.51 -3.06
C -1.32 -0.83 -4.73
H -0.06 -4.09 3.23
H 0.97 -5.40 1.39
H -4.87 3.12 -2.60
C 2.55 -2.36 3.26
H -1.18 2.27 4.94
N -1.30 -1.79 -3.62
H 0.46 -4.78 -0.99
C 0.24 -4.10 -0.17
N 0.65 1.86 0.40
H -2.14 -3.52 -4.61

Total charge: +3
Spin multiplicity: 6
ΔE to the lowest compared entry with this formula, charge and spin, kcal/mol: 6.37
Frontier orbital gap (spin up / spin down), eV: 7.16 / 5.89
E_tot, eV: -212665.3366
Strongest force on any atom, eV Å⁻¹: 0.5
M, g mol⁻¹: 954.750

Taken from the Mulliken analysis, the atomic charges in e are: number 1, C, carries 0.224; number 2, C, carries -0.823; number 3, H, carries 0.882; number 4, Ir, carries 0.980; number 5, H, carries 0.606; number 6, H, carries 0.573; number 7, Br, carries -0.034; number 8, C, carries -0.654; number 9, C, carries -0.208; number 10, H, carries 0.451; number 11, C, carries -0.913; number 12, C, carries -0.796; number 13, H, carries 0.677; number 14, C, carries 0.751; number 15, C, carries -0.405; number 16, C, carries -1.116; number 17, N, carries 0.366; number 18, C, carries -0.369; number 19, C, carries 0.627; number 20, C, carries -0.624; number 21, C, carries 0.908; number 22, O, carries -0.415; number 23, H, carries 0.574; number 24, C, carries 0.262; number 25, C, carries 1.082; number 26, N, carries -0.316; number 27, H, carries 0.346; number 28, H, carries 0.525; number 29, S, carries -0.451; number 30, N, carries -0.241; number 31, H, carries 0.571; number 32, H, carries 0.583; number 33, H, carries 0.549; number 34, N, carries -0.325; number 35, S, carries 0.054; number 36, C, carries -0.341; number 37, C, carries -0.748; number 38, N, carries 0.186; number 39, O, carries -0.431; number 40, H, carries 0.493; number 41, Br, carries 0.032; number 42, H, carries 0.523; number 43, C, carries -0.874; number 44, C, carries 0.116; number 45, H, carries 0.299; number 46, C, carries -0.455; number 47, C, carries -0.714; number 48, H, carries 0.338; number 49, C, carries -0.343; number 50, H, carries 0.361; number 51, C, carries -0.096; number 52, H, carries 0.483; number 53, C, carries -0.469; number 54, C, carries -0.501; number 55, H, carries 0.428; number 56, C, carries 0.395; number 57, C, carries 0.319; number 58, C, carries -0.264; number 59, C, carries -0.596; number 60, C, carries -0.752; number 61, H, carries 0.433; number 62, H, carries 0.981; number 63, H, carries 0.478; number 64, C, carries -0.781; number 65, H, carries 0.508; number 66, N, carries 0.194; number 67, H, carries 0.574; number 68, C, carries -1.469; number 69, N, carries 0.306; number 70, H, carries 0.487